(1)
{
  "formula": "C3H7BrFO2PS",
  "method": "ωB97M-V/def2-TZVPD",
  "symbols": ["C", "C", "C", "Br", "P", "S", "O", "O", "F", "H", "H", "H", "H", "H", "H", "H"],
  "coordinates": [[-0.17, 2.00, 0.36], [-0.06, 0.91, -0.70], [-1.14, -0.16, -0.50], [-1.75, -0.91, -2.19], [-0.74, -1.49, 0.71], [1.32, -2.05, 0.38], [2.21, -1.15, 1.01], [1.41, -3.38, 0.80], [1.55, -2.03, -1.15], [0.31, 2.89, -0.03], [0.28, 1.71, 1.30], [-1.21, 2.25, 0.54], [-0.27, 1.38, -1.65], [0.94, 0.49, -0.74], [-2.00, 0.34, -0.08], [-0.66, -0.80, 1.94]],
  "mulliken_charge": [-1.259, -0.255, -0.452, -0.096, 0.033, 1.004, -0.503, -0.540, -0.160, 0.355, 0.311, 0.358, 0.397, 0.265, 0.449, 0.094],
  "energy_ev": -100202.397,
  "gap_ev": 10.32,
  "molar_mass_da": 237.03,
  "fmax_ev_per_a": 2.11,
  "smiles": "CC[C@@H](Br)PS(=O)(=O)F"
}


(2)
{
  "formula": "C12H23N2O",
  "method": "ωB97M-V/def2-TZVPD",
  "symbols": ["C", "C", "C", "C", "C", "C", "C", "C", "C", "C", "C", "C", "N", "N", "O", "H", "H", "H", "H", "H", "H", "H", "H", "H", "H", "H", "H", "H", "H", "H", "H", "H", "H", "H", "H", "H", "H", "H"],
  "coordinates": [[-2.31, 0.58, -1.10], [-0.99, 0.44, -1.15], [-2.36, 0.96, 1.13], [-0.87, 1.10, 1.18], [0.71, 2.49, -0.90], [2.14, 1.43, 0.87], [1.93, 0.40, -1.35], [-1.38, -1.67, 0.81], [0.97, -1.59, 1.76], [-0.39, -2.69, -1.41], [1.13, 1.12, -0.31], [0.03, -1.35, 0.47], [-2.99, 0.72, 0.09], [-0.15, 0.44, 0.02], [0.48, -1.96, -0.58], [-2.85, 0.75, -1.94], [-0.56, -0.11, -2.09], [-2.88, 1.14, 1.99], [-0.52, 2.10, 1.14], [-0.44, 0.89, 2.25], [-0.08, 3.06, -0.56], [1.41, 3.16, -1.20], [0.21, 2.35, -1.84], [2.54, 0.49, 1.33], [1.51, 2.11, 1.49], [2.88, 2.07, 0.52], [1.22, -0.13, -2.03], [2.60, 1.04, -1.85], [2.61, -0.25, -0.80], [-1.50, -2.68, 1.22], [-1.58, -0.94, 1.49], [-2.04, -1.67, -0.05], [0.31, -2.11, 2.45], [1.76, -2.23, 1.43], [1.34, -0.82, 2.31], [-0.59, -3.67, -0.92], [0.10, -2.79, -2.34], [-1.41, -2.18, -1.51]],
  "mulliken_charge": [-0.776, 0.050, -0.616, -0.548, -1.695, -1.470, -1.558, -2.697, -2.018, -0.681, 0.945, 1.948, -0.443, 0.657, -0.318, 0.595, 0.142, 0.487, 0.731, 0.269, 0.442, 0.558, 0.481, 0.264, 0.323, 0.538, 0.128, 0.552, 0.380, 0.510, 0.951, 0.503, 0.422, 0.440, 0.550, 0.315, 0.314, 0.326],
  "charge": 1,
  "energy_ev": -17833.267,
  "gap_ev": 9.35,
  "relative_energy_kcal_mol": 75.85,
  "molar_mass_da": 211.33,
  "fmax_ev_per_a": 4.31
}


(3)
{
  "formula": "C8H22Cl4N2",
  "method": "ωB97M-V/def2-TZVPD",
  "symbols": ["N", "H", "H", "H", "H", "C", "C", "C", "N", "C", "C", "C", "C", "C", "H", "H", "H", "H", "H", "H", "H", "H", "H", "H", "H", "H", "H", "H", "H", "H", "H", "H", "Cl", "Cl", "Cl", "Cl"],
  "coordinates": [[-1.09, 2.82, -2.39], [-1.46, 3.40, -1.65], [-1.41, 3.37, -3.17], [-1.41, 1.86, -2.40], [-0.08, 2.75, -2.39], [-2.10, -3.52, 1.14], [-1.40, -2.17, 0.66], [-0.05, -1.93, 1.31], [0.54, -0.50, 0.95], [-0.52, 0.64, 1.09], [1.08, -0.51, -0.47], [2.62, -0.29, -0.33], [2.88, 0.39, 0.92], [1.82, -0.07, 1.85], [-3.14, -3.32, 1.40], [-1.59, -3.92, 2.02], [-2.07, -4.28, 0.36], [-2.04, -1.30, 0.76], [-1.39, -2.24, -0.43], [0.75, -2.66, 1.16], [-0.17, -1.84, 2.39], [-1.26, 0.53, 0.29], [-0.17, 1.68, 1.03], [-1.15, 0.39, 1.93], [0.59, 0.26, -1.07], [0.93, -1.39, -1.10], [2.92, 0.34, -1.17], [3.23, -1.20, -0.43], [2.97, 1.48, 0.86], [3.78, 0.02, 1.39], [1.71, 0.51, 2.77], [2.06, -1.08, 2.18], [2.00, 2.86, -2.59], [-2.35, 4.01, 0.29], [-2.55, 0.06, -2.84], [-2.51, 4.84, -4.33]],
  "mulliken_spin": [0.005, -0.002, 0.001, -0.002, 0.001, 0.301, -0.416, 1.740, -3.724, 0.267, 0.184, 0.530, 0.240, 1.051, 0.006, -0.244, -0.068, 0.030, 0.068, 0.298, 0.575, 0.039, 0.114, 0.041, 0.084, 0.043, -0.011, -0.246, -0.005, -0.706, 0.334, 0.469, -0.002, -0.002, 0.006, 0.000],
  "charge": -3,
  "energy_ev": -61720.965,
  "gap_ev": [2.88, 6.51],
  "molar_mass_da": 288.09,
  "spin_multiplicity": 2,
  "fmax_ev_per_a": 3.04
}


(4)
{
  "formula": "C4H2F4OS2",
  "method": "ωB97M-V/def2-TZVPD",
  "symbols": ["F", "C", "F", "F", "C", "F", "C", "S", "H", "H", "O", "C", "S"],
  "coordinates": [[0.89, 0.75, 1.16], [0.83, -0.58, 1.35], [0.01, -0.76, 2.36], [2.05, -1.07, 1.66], [0.29, -1.30, 0.08], [0.50, -2.67, 0.15], [0.47, -0.84, -1.31], [-1.21, -0.80, -0.78], [0.92, 0.04, -1.38], [0.73, -1.50, -2.01], [-2.49, 2.50, 0.61], [-1.88, 2.86, -0.33], [-1.11, 3.37, -1.57]],
  "mulliken_charge": [-0.231, 0.666, -0.234, -0.243, 0.733, -0.292, -0.917, -0.122, 0.270, 0.364, -0.372, 0.687, -0.308],
  "energy_ev": -38767.857,
  "gap_ev": 10.41,
  "molar_mass_da": 206.19,
  "fmax_ev_per_a": 4.38,
  "smiles": "FC(F)(F)[C@]1(F)CS1.O=C=S"
}


(5)
{
  "formula": "C10H16CrF6NO8S2",
  "method": "ωB97M-V/def2-TZVPD",
  "symbols": ["Cr", "C", "C", "O", "C", "C", "O", "C", "C", "O", "C", "C", "O", "H", "H", "H", "H", "H", "H", "H", "H", "H", "H", "H", "H", "H", "H", "H", "H", "F", "C", "F", "F", "S", "O", "O", "N", "S", "O", "O", "C", "F", "F", "F"],
  "coordinates": [[-0.16, -0.09, 0.16], [-1.23, -0.88, 2.83], [-2.37, -0.31, 2.01], [-1.76, 0.57, 1.03], [-1.94, 2.02, 1.01], [-0.60, 2.61, 1.38], [0.38, 1.78, 0.71], [1.76, 2.04, 1.09], [2.55, 0.93, 0.44], [1.75, -0.27, 0.57], [2.13, -1.42, 1.37], [1.11, -1.50, 2.49], [-0.17, -1.17, 1.88], [-1.54, -1.79, 3.34], [-0.85, -0.16, 3.56], [-3.07, 0.24, 2.63], [-2.89, -1.08, 1.45], [-2.72, 2.30, 1.72], [-2.25, 2.27, 0.00], [-0.41, 2.57, 2.46], [-0.51, 3.64, 1.03], [1.82, 2.01, 2.18], [2.06, 3.01, 0.72], [3.52, 0.79, 0.93], [2.70, 1.10, -0.62], [3.13, -1.28, 1.76], [2.09, -2.28, 0.72], [1.31, -0.77, 3.28], [1.07, -2.50, 2.92], [-0.16, -4.27, -2.34], [-0.31, -3.15, -3.02], [-1.56, -2.72, -2.95], [0.05, -3.31, -4.27], [0.78, -1.86, -2.26], [0.12, -1.70, -0.90], [2.11, -2.31, -2.19], [0.59, -0.59, -3.15], [-0.11, 0.73, -2.72], [-1.00, 0.48, -1.52], [0.75, 1.85, -2.56], [-1.34, 1.07, -4.08], [-2.12, 0.01, -4.20], [-2.04, 2.12, -3.71], [-0.68, 1.30, -5.18]],
  "mulliken_spin": [0.991, -0.001, 0.001, -0.015, 0.002, -0.001, 0.002, 0.000, -0.001, -0.014, 0.002, 0.000, 0.001, 0.000, 0.001, -0.001, 0.001, 0.000, 0.000, 0.000, 0.000, 0.001, 0.000, 0.000, 0.001, 0.000, 0.001, -0.001, 0.000, 0.000, 0.000, 0.000, 0.000, -0.003, 0.005, 0.000, 0.006, 0.005, 0.018, -0.001, -0.001, 0.000, 0.000, 0.000],
  "charge": 2,
  "energy_ev": -94877.917,
  "gap_ev": [8.71, 9.33],
  "molar_mass_da": 508.36,
  "spin_multiplicity": 2,
  "fmax_ev_per_a": 0.80
}


(6)
{
  "formula": "C2H11N2O3Si",
  "method": "ωB97M-V/def2-TZVPD",
  "symbols": ["C", "C", "N", "N", "O", "O", "O", "Si", "H", "H", "H", "H", "H", "H", "H", "H", "H", "H", "H"],
  "coordinates": [[2.35, -2.08, 0.39], [1.64, -0.96, -0.20], [0.54, -0.51, 0.27], [-0.49, -0.84, 2.78], [-3.32, 2.60, -2.01], [-1.08, 2.60, -3.39], [-1.13, 1.18, -1.06], [-1.79, 2.14, -2.06], [3.16, -1.65, 0.76], [2.66, -2.84, -0.22], [1.78, -2.56, 1.29], [-0.01, 0.23, -0.40], [0.23, -0.77, 1.34], [-0.79, -1.75, 2.99], [2.15, -0.66, -1.14], [0.17, -0.35, 3.35], [-3.79, 2.89, -1.32], [-1.10, 3.53, -3.76], [-1.18, -0.21, 2.39]],
  "mulliken_charge": [-1.211, 0.442, -0.131, -0.860, -0.441, -0.452, -0.496, 0.599, 0.386, 0.385, 0.228, 0.367, 0.324, 0.228, 0.382, 0.263, 0.332, 0.381, 0.275],
  "charge": 1,
  "energy_ev": -19248.841,
  "gap_ev": 10.87,
  "relative_energy_kcal_mol": 53.19,
  "molar_mass_da": 139.21,
  "fmax_ev_per_a": 5.61
}